18
Properties=species:S:1:pos:R:3:nbo_charge:R:1 method="wB97M-V/def2-TZVPD" relative_energy_kcal_mol=80.1 homo_ev=-9.20 smiles="[H]/N=N/C(=C)C.CC=O"
H -0.122 -2.405 1.407 0.33
N -0.350 -1.703 0.689 -0.36
N -1.209 -0.920 1.102 -0.13
C -1.467 0.287 0.261 0.08
C -2.574 0.951 0.625 -0.32
C -0.917 0.383 -1.130 -0.68
H -3.071 0.742 1.558 0.21
H -3.123 1.578 -0.059 0.20
H -1.627 0.834 -1.818 0.23
H -0.066 1.064 -1.079 0.22
H -0.582 -0.565 -1.544 0.24
C 2.252 -0.450 -0.491 -0.75
C 1.977 0.493 0.642 0.43
O 2.434 0.306 1.760 -0.53
H 3.114 -1.079 -0.280 0.24
H 1.386 -1.112 -0.585 0.27
H 2.316 0.082 -1.439 0.22
H 1.629 1.514 0.380 0.11

=====

18
Properties=species:S:1:pos:R:3:nbo_charge:R:1 method="wB97M-V/def2-TZVPD" relative_energy_kcal_mol=138.8 homo_ev=-8.99
C -0.516 -1.024 1.502 -0.74
C -0.715 0.279 0.730 0.37
N -1.733 1.112 1.081 -0.11
O -2.020 0.829 2.489 -0.62
N -0.066 0.505 -0.488 -0.48
C 1.333 0.740 -0.555 -0.20
C 1.267 0.216 -2.030 -0.41
C -0.025 -0.531 -1.617 -0.21
H -0.656 -0.826 2.697 0.28
H 0.540 -1.370 1.341 0.22
H -1.218 -1.929 0.981 0.25
H -2.446 1.761 2.901 0.48
H 1.848 1.732 -0.509 0.21
H 1.961 -0.079 0.061 0.15
H 1.047 1.205 -2.711 0.21
H 2.027 -0.459 -2.644 0.22
H 0.350 -1.489 -1.003 0.17
H -0.977 -0.670 -2.225 0.22

=====

18
Properties=species:S:1:pos:R:3:nbo_charge:R:1 method="wB97M-V/def2-TZVPD" relative_energy_kcal_mol=13.3 homo_ev=-8.22 smiles="CC(=O)C(C)=C(N)N"
C -0.530 0.872 2.091 -0.72
C 0.476 -0.045 1.449 0.56
O 1.350 -0.543 2.161 -0.58
C 0.445 -0.345 -0.037 -0.28
C 1.623 -1.195 -0.482 -0.64
C -0.461 0.095 -0.947 0.42
N -0.328 -0.168 -2.289 -0.81
N -1.596 0.816 -0.727 -0.83
H -1.508 0.386 2.134 0.22
H -0.219 1.076 3.122 0.25
H -0.566 1.836 1.578 0.22
H 1.285 -2.053 -1.075 0.19
H 2.317 -0.597 -1.082 0.21
H 2.197 -1.625 0.343 0.26
H -1.249 -0.173 -2.722 0.38
H 0.169 -1.026 -2.502 0.39
H -1.546 1.694 -1.243 0.38
H -1.858 0.994 0.229 0.39

=====

18
Properties=species:S:1:pos:R:3:nbo_charge:R:1 method="wB97M-V/def2-TZVPD" relative_energy_kcal_mol=149.3 homo_ev=-8.03
C 2.842 -0.019 -0.060 -0.63
C 1.350 0.188 -0.353 -0.24
C 0.425 -0.680 0.132 -0.04
C -2.087 0.298 -0.059 0.71
C -1.458 1.825 0.146 -0.75
H 3.325 0.099 -1.013 0.22
H 2.924 0.781 0.926 0.22
H 3.121 -1.132 0.440 0.22
H 1.127 1.153 -0.782 0.18
H 0.871 -1.374 0.765 0.19
H -0.766 -2.491 -1.019 0.29
H -2.425 -1.975 -0.131 0.38
H -2.441 2.464 0.025 0.25
H -0.399 2.125 -0.437 0.26
H -1.035 1.790 1.270 0.26
N -0.974 -0.767 0.313 -0.35
N -1.232 -2.092 0.111 -0.63
O -3.168 -0.191 -0.274 -0.56